Here is a structure of composition C42H93AsCuF6N3O18 in a non-equilibrium geometry from the Open Molecules 2025 dataset. Energies are from the ωB97M-V functional and the def2-TZVPD basis.

- Multiplicity: 2
- Total charge: +1
- Frontier orbital gap (alpha / beta): 0.240 / 0.081 Ha
- E_HOMO (alpha / beta): -10.426 / -10.426 eV

XYZ file:
```
164
Properties=species:S:1:pos:R:3:forces:R:3
Cu -6.053983 1.699384 -6.622490 -1.1 -0.1 -0.2
As -2.631743 2.921484 -0.967260 -0.7 0.9 -0.5
F -1.612743 3.531214 0.413890 -1.1 -0.7 -1.4
F -2.385783 1.264444 -0.415230 0.1 0.8 -0.5
F -3.623013 2.347074 -2.442050 1.2 0.6 1.8
F -2.907043 4.649054 -1.460660 0.2 -1.9 0.5
F -1.201003 2.842804 -1.993870 -0.6 0.0 0.6
F -4.123093 2.931394 -0.016140 1.0 0.3 -0.6
C -8.317233 7.821194 -1.577250 0.4 -0.5 -1.1
C -8.025173 6.878224 -2.733730 -0.8 0.4 1.1
N -7.815383 6.176084 -3.622090 -0.1 0.4 0.4
H -9.070043 7.528264 -0.845420 0.1 -0.8 -0.3
H -8.726033 8.740544 -1.996510 0.5 0.1 -0.1
H -7.367283 7.967984 -1.063320 -0.1 0.3 0.0
C 1.052127 -2.148766 -7.604570 -0.8 0.3 -0.4
C -0.270703 -1.590306 -7.286950 -1.3 0.6 0.4
N -1.329193 -1.170406 -7.060010 1.5 -0.6 -0.3
H 1.313187 -2.901976 -6.861180 0.2 0.2 -0.2
H 1.774167 -1.340126 -7.717970 0.1 -0.1 0.4
H 0.944867 -2.581506 -8.599220 0.2 -0.4 0.1
C -0.619153 7.319424 -6.273360 0.6 -0.1 0.1
C -1.545213 6.293794 -6.673280 -1.8 -1.5 -1.2
N -2.276263 5.456804 -7.010290 1.0 1.2 0.5
H 0.302687 6.771714 -6.077580 0.1 0.3 0.6
H -1.034343 7.833344 -5.406410 0.4 0.0 0.1
H -0.349863 8.026824 -7.057690 -0.5 0.0 -0.1
C 5.617647 -2.039466 2.190310 -1.1 0.2 -0.5
O 4.327677 -1.366286 2.236300 1.6 0.3 0.1
C 4.412017 0.064834 2.257980 0.2 -0.8 0.8
C 4.628107 0.603884 0.851490 1.2 -0.5 -1.7
O 5.940547 0.354844 0.363310 -0.8 -0.5 0.8
C 6.193107 0.597764 -1.047680 1.1 0.2 0.5
C 7.688477 0.370264 -1.318880 -1.1 -0.1 -0.4
O 7.927777 -1.032516 -1.193000 0.3 0.8 -0.4
C 9.243437 -1.410696 -1.616340 0.6 0.6 0.8
H 6.415967 -1.598146 2.787000 -0.4 0.2 -0.1
H 5.869497 -2.081706 1.130650 0.5 0.9 -0.8
H 5.541507 -3.122536 2.286530 -0.7 0.1 0.9
H 5.213977 0.417174 2.906680 0.2 -0.2 0.0
H 3.467757 0.475954 2.615000 -0.1 -0.4 -0.1
H 4.550297 1.687244 0.943040 -0.3 0.3 0.3
H 3.871897 0.241394 0.155190 -0.1 0.0 -0.1
H 5.942957 1.657474 -1.098030 0.0 0.1 -0.8
H 5.619387 -0.028516 -1.730850 -0.4 0.0 0.3
H 8.294407 1.096554 -0.777180 0.3 -0.7 1.1
H 7.888317 0.761984 -2.316240 -0.3 -0.5 -0.7
H 9.542327 -1.091016 -2.614620 -0.6 -0.1 -0.3
H 9.417517 -2.480266 -1.498820 -0.5 0.1 0.0
H 9.947667 -0.898256 -0.960920 0.3 -0.1 0.2
C 1.463097 4.001414 8.475780 0.4 0.7 0.7
O 2.252417 3.507664 9.571930 0.6 -0.6 -1.6
C 1.558217 3.024034 10.683650 -1.6 0.6 0.4
C 0.526717 1.914214 10.380130 0.8 -0.7 1.2
O 0.138437 1.282524 11.642160 0.6 0.8 -0.9
C -0.466323 -0.002946 11.501380 0.1 0.6 1.8
C -0.790493 -0.599296 12.928930 0.2 0.8 -1.2
O 0.303037 -1.112216 13.668990 -0.2 0.0 -0.7
C 1.300327 -0.153696 13.988060 0.1 -0.2 0.8
H 0.667907 4.629924 8.876710 -0.4 -0.1 -0.1
H 1.083517 3.275454 7.756730 -0.2 -0.5 0.5
H 2.075507 4.677074 7.878680 0.4 -0.1 0.2
H 1.062317 3.902184 11.097210 -0.5 0.0 0.4
H 2.245987 2.687164 11.459260 0.2 -0.2 -0.4
H 1.078267 1.195124 9.774490 -0.1 -0.3 -0.2
H -0.338793 2.266264 9.818830 -0.1 0.1 0.1
H 0.223007 -0.679896 10.996750 -0.2 -0.2 -0.4
H -1.415883 0.182164 10.999200 -0.1 -0.7 -0.4
H -1.538003 -1.365336 12.722740 0.4 -0.5 0.3
H -1.329513 0.144064 13.516250 0.1 0.4 0.1
H 1.900007 -0.551996 14.806500 -0.1 -0.4 0.0
H 0.854177 0.753744 14.394990 -0.1 0.3 -0.4
H 2.008207 0.058714 13.186870 -0.4 0.1 -0.3
C 4.975627 5.262214 -6.024830 0.4 -0.5 0.9
O 5.344547 6.283824 -5.115480 -0.4 0.8 -0.9
C 5.072907 7.577764 -5.702400 0.0 -0.4 0.6
C 5.139957 8.636704 -4.594510 -0.8 -0.9 -1.0
O 3.983497 8.504394 -3.752310 1.0 -0.3 0.4
C 4.236237 7.915004 -2.469220 0.1 1.4 0.1
C 2.988297 7.859484 -1.663970 -1.9 0.3 -0.1
O 2.500767 9.170124 -1.259600 1.4 -0.2 -1.3
C 1.313467 9.210134 -0.533740 0.1 -0.9 1.6
H 3.898227 5.221624 -6.185040 -0.1 0.4 -0.4
H 5.209247 4.309704 -5.549170 0.2 0.0 0.1
H 5.566437 5.322334 -6.938850 -0.3 0.1 -0.3
H 4.115027 7.562944 -6.222350 -0.6 0.0 0.5
H 5.727927 7.804524 -6.543610 0.8 0.0 0.2
H 5.123517 9.606684 -5.091470 -0.2 0.2 0.2
H 6.108187 8.524264 -4.106670 -0.2 0.0 0.5
H 4.875307 8.562194 -1.868520 0.7 0.2 -0.2
H 4.668947 6.915044 -2.499660 0.0 -0.1 -0.4
H 3.164677 7.176294 -0.833160 0.0 0.3 0.6
H 2.225637 7.360304 -2.261700 -0.4 0.0 -0.1
H 1.152157 10.135654 0.018960 0.5 0.5 -0.7
H 1.479957 8.522964 0.295820 -0.7 -0.6 0.2
H 0.378747 8.981594 -1.045770 0.2 -0.3 -0.5
C -5.495373 -1.249636 7.198880 -0.7 0.0 0.0
O -4.354443 -2.059046 7.266620 0.8 -0.8 -0.7
C -4.043083 -2.769796 6.024550 1.4 1.1 1.1
C -2.841163 -3.784196 6.221200 -3.1 0.8 0.5
O -3.373033 -4.719836 7.147420 0.6 0.3 -0.2
C -2.428613 -5.660806 7.578600 -1.2 -1.0 0.9
C -3.072203 -6.505896 8.734100 0.2 -0.3 -1.0
O -3.943053 -7.557276 8.255850 1.7 1.6 -0.1
C -4.583093 -8.215026 9.300530 -1.1 -0.3 -0.5
H -6.396513 -1.859586 7.262140 -0.2 -0.2 0.0
H -5.601413 -0.630096 6.308360 0.4 -0.1 -0.4
H -5.540383 -0.546586 8.030610 0.4 -0.2 0.2
H -3.662943 -1.992616 5.361520 -0.2 0.0 -0.5
H -4.940633 -3.221596 5.602200 0.1 -0.3 0.1
H -1.942913 -3.282146 6.580620 0.0 0.1 0.2
H -2.670733 -4.221356 5.237350 0.2 -0.3 -0.1
H -1.519943 -5.175936 7.935420 0.1 0.1 0.3
H -2.160013 -6.298756 6.736610 0.1 -0.4 0.0
H -3.662983 -5.885656 9.408180 0.1 0.4 -0.1
H -2.262783 -6.959586 9.306020 0.2 -0.1 0.2
H -5.069453 -7.557156 10.020780 -0.1 0.4 -0.1
H -3.979533 -8.900656 9.895270 0.4 -0.2 -0.3
H -5.349733 -8.714356 8.708070 -0.3 -0.7 0.8
C -7.430433 -0.898496 -4.383700 -0.4 0.1 0.0
O -8.037383 -0.115496 -5.416680 0.3 0.5 -0.3
C -9.377643 0.337864 -5.128960 0.4 -0.6 -0.5
C -10.141293 0.666884 -6.406360 1.1 -0.6 0.9
O -9.244053 1.405614 -7.168730 0.2 1.4 -0.9
C -9.706863 1.746754 -8.465840 0.2 0.9 -0.5
C -8.716113 2.737064 -9.169900 -0.9 -0.6 0.8
O -7.437783 2.220604 -8.957330 1.0 -0.8 0.9
C -6.585573 2.241314 -10.073000 0.5 0.3 0.1
H -6.361343 -1.003646 -4.568350 -0.1 0.1 -0.3
H -7.881783 -1.890656 -4.384680 0.0 -0.1 0.2
H -7.536723 -0.431756 -3.404440 -0.1 0.0 0.1
H -9.318833 1.240464 -4.520730 -0.1 -0.2 0.4
H -9.938443 -0.486496 -4.688460 0.1 0.1 0.7
H -11.022353 1.200474 -6.049830 -0.3 0.3 -0.5
H -10.430053 -0.246686 -6.926080 -0.1 -0.1 -0.2
H -10.668303 2.259144 -8.431290 -0.3 -0.1 0.2
H -9.830213 0.815144 -9.018100 0.1 0.0 -0.4
H -8.786013 3.758774 -8.796630 -0.1 0.0 0.6
H -8.899133 2.871844 -10.235930 -0.3 -0.6 -0.2
H -7.024563 1.758714 -10.946200 -0.1 0.1 -0.1
H -5.687083 1.689724 -9.796330 0.0 0.0 -0.1
H -6.323003 3.284184 -10.250730 0.2 0.0 -0.6
C 2.635137 -6.006436 -2.525410 0.8 -0.4 -1.7
O 3.225647 -7.033156 -3.332280 -0.6 -1.8 0.7
C 2.863087 -8.345446 -2.763460 0.6 -0.2 -1.7
C 3.139027 -9.561126 -3.771850 0.4 1.6 -0.9
O 4.499177 -9.661146 -4.193590 0.3 0.7 1.1
C 4.943217 -10.824966 -4.924800 -0.8 1.3 2.4
C 6.463807 -10.897876 -4.750010 -0.7 -0.3 0.5
O 6.850727 -11.089616 -3.366560 -0.2 0.4 -1.4
C 8.253657 -10.982666 -3.237880 0.3 -0.5 1.3
H 2.724147 -5.138896 -3.179290 0.3 0.4 0.5
H 3.224547 -5.947136 -1.610430 -0.5 0.4 0.3
H 1.559747 -6.143206 -2.411750 0.0 -0.3 0.5
H 1.783307 -8.280976 -2.629240 -0.2 -0.5 0.2
H 3.339907 -8.492826 -1.794430 0.2 0.0 0.0
H 2.581017 -9.314386 -4.675090 -0.4 0.2 -0.2
H 2.713557 -10.515516 -3.461700 0.2 -0.1 0.8
H 4.522537 -10.688776 -5.921090 0.6 -0.6 -0.4
H 4.495167 -11.651746 -4.373620 0.0 -0.6 -0.5
H 6.916787 -9.973596 -5.108640 0.2 -0.1 -0.3
H 6.762507 -11.807926 -5.270280 0.5 0.2 -0.5
H 8.873597 -11.612386 -3.876020 -0.4 -0.2 -0.6
H 8.449997 -11.352476 -2.231520 0.1 0.1 0.1
H 8.682247 -9.981476 -3.282940 -0.5 0.4 -0.3
```
Forces are in eV/Å.